Entry one
This record from OMol25 describes one molecule with the formula C6H11NO2. The level of theory is wB97M-V/def2-TZVPD.

The geometry in XYZ format:
```
20
C6H11NO2 wB97M-V/def2-TZVPD
C 0.87433 1.05696 1.03361
C -0.08162 0.67034 -0.07803
N -1.28526 1.47377 -0.18977
C 0.66669 0.64235 -1.49649
O 1.84737 0.45467 -1.61407
O -0.10745 1.06994 -2.49998
C -0.42238 -0.78849 -0.21817
C 0.54077 -1.92208 0.01181
C -0.50948 -1.80155 1.05025
H 1.10694 2.12199 0.96502
H 0.43093 0.83991 2.00651
H 1.81151 0.51441 0.93316
H -1.98869 1.14966 0.46276
H -1.08725 2.45385 -0.02176
H -0.97816 1.31861 -2.12202
H -1.27432 -0.96086 -0.87263
H 0.49098 -2.74202 -0.69052
H 1.55463 -1.63968 0.27772
H -1.33508 -2.50686 1.04546
H -0.25445 -1.40494 2.01714
```

Summary:
multiplicity = 1
SMILES = C[C@@](N)(C(=O)O)C1CC1
charge = 0
Kohn-Sham gap = 10.0 eV

Results of the Mulliken charge analysis, in e, for atoms 1 through 4: -1.62 1.67 -0.79 0.36

=====

Entry two
This record from OMol25 describes a 2-piece molecular cluster, C6H11NO2 overall. The level of theory is wB97M-V/def2-TZVPD.

The geometry in XYZ format:
```
20
C6H11NO2 wB97M-V/def2-TZVPD
C -2.75702 0.08526 1.22627
C -1.43485 -0.02040 1.93493
O -1.31955 -0.27552 3.10275
C -0.07860 0.81663 1.00682
N -0.10706 -0.65572 0.83642
H -2.61850 0.16749 0.14782
H -3.35714 -0.80317 1.41987
H -3.28051 0.97613 1.57349
H -0.61820 1.42646 0.27477
H 0.60521 1.10847 1.80339
H 0.83236 -1.02126 0.96571
H -0.49059 -0.88179 -0.10021
C 3.01723 0.13270 -1.54656
C 1.69244 0.24428 -1.47233
C 0.77115 -0.53392 -2.27243
O -0.36412 -0.83698 -1.93278
H 3.50305 -0.62225 -2.15390
H 3.67706 0.80436 -1.01466
H 1.17815 0.78952 -0.55334
H 1.14946 -0.90027 -3.24601
```

Summary:
multiplicity = 1
SMILES = C[C@]1([O-])C[NH2+]1.C=CC=O
charge = 0
Kohn-Sham gap = 6.9 eV

Results of the Mulliken charge analysis, in e, for atoms 1 through 4: -1.03 0.87 -0.61 -1.16

=====

Entry three
This record from OMol25 describes one molecule with the formula C6H11NO2. The level of theory is wB97M-V/def2-TZVPD.

The geometry in XYZ format:
```
20
C6H11NO2 wB97M-V/def2-TZVPD
C 2.20574 -1.42177 1.07170
N 1.12701 -0.88891 0.27079
C 0.86070 0.46442 0.22421
C -0.38348 0.95755 0.02561
C -0.64210 2.30526 -0.58346
C -1.54830 0.06758 0.37331
C -1.63906 -1.18221 -0.49172
O -2.38899 -2.10625 -0.25857
O -0.96139 -1.12953 -1.79022
H 2.33760 -2.48479 0.83610
H 3.13407 -0.88040 0.84248
H 2.01964 -1.33582 2.15519
H 0.77900 -1.47529 -0.61298
H 1.73990 1.11204 0.25469
H 0.29964 2.82201 -0.81283
H -1.22743 2.21862 -1.51358
H -1.23121 2.93949 0.09858
H -1.48571 -0.28554 1.41642
H -2.51409 0.58411 0.28156
H -0.48154 -0.28057 -1.78728
```

Summary:
multiplicity = 1
SMILES = CN/C=C(/C)CC(=O)O
charge = 0
Kohn-Sham gap = 8.9 eV

Results of the Mulliken charge analysis, in e, for atoms 1 through 4: -0.97 -0.02 -0.12 -0.24

=====

Most stable structure - entry one; separation to the second - 0.0135 hartree.

=====

Entry one
This record from OMol25 describes one molecule with the formula CH5N3O2S. The level of theory is wB97M-V/def2-TZVPD.

The geometry in XYZ format:
```
12
CH5N3O2S wB97M-V/def2-TZVPD
H -2.33604 0.46266 -0.93425
N -1.53570 -0.01575 -0.53364
C -1.08619 0.43435 0.59883
N 0.05375 -0.09867 1.26586
S 1.35478 -0.11994 0.09287
N 0.61819 -0.80096 -1.22930
O 2.26769 -1.10701 0.63960
O 1.73908 1.22664 -0.21291
H -1.53931 1.30847 1.12905
H 0.22098 0.45332 2.16792
H 0.22925 -0.22202 -1.93606
H 0.01352 -1.52107 -1.04797
```

Summary:
multiplicity = 1
SMILES = [H]/N=C/NS(N)(=O)=O
charge = 0
Kohn-Sham gap = 10.4 eV

Results of the Mulliken charge analysis, in e, for atoms 1 through 4: 0.21 -0.55 0.08 -0.38

=====

Entry two
This record from OMol25 describes one molecule with the formula CH5N3O2S. The level of theory is wB97M-V/def2-TZVPD.

The geometry in XYZ format:
```
12
CH5N3O2S wB97M-V/def2-TZVPD
O 0.82589 1.95220 0.99819
N 1.08735 0.91265 0.11009
C 0.05796 0.24378 -0.17093
N -1.26265 0.57281 0.28949
O -2.06449 -0.55847 0.45493
N 0.04788 -0.90635 -0.93656
S 1.36734 -1.27731 -1.92566
H 1.67317 2.35986 1.12891
H -1.13881 0.99867 1.19800
H -1.77158 -1.03749 1.24632
H -0.84377 -1.19189 -1.33200
H 2.02172 -2.06845 -1.06080
```

Summary:
multiplicity = 1
SMILES = O/N=C(\NO)NS
charge = 0
Kohn-Sham gap = 9.4 eV

Results of the Mulliken charge analysis, in e, for atoms 1 through 4: -0.42 -0.46 0.59 -0.24

=====

Most stable structure - entry one; separation to the second - 0.0754 hartree.

=====

Entry one
This record from OMol25 describes a 2-piece molecular cluster, C7H14N2 overall. The level of theory is wB97M-V/def2-TZVPD.

The geometry in XYZ format:
```
23
C7H14N2 wB97M-V/def2-TZVPD
C 0.40207 0.27191 -1.69616
C -0.94955 0.16837 -1.05498
C -1.67708 1.10544 -0.38764
N -2.77855 0.42970 0.09115
C -2.69730 -0.83788 -0.37816
N -1.59689 -1.03820 -1.04611
H 0.93527 -0.61183 -1.40518
H 0.92421 1.18135 -1.41045
H 0.30561 0.26186 -2.78314
H -1.47449 2.13585 -0.15935
H -3.69998 0.75381 0.34570
H -3.40581 -1.60755 -0.12152
C 2.88979 1.10668 1.07980
C 3.02080 -0.42014 1.24163
C 1.66447 -1.09179 1.47786
H 2.11292 1.53410 1.71910
H 2.78484 1.42342 0.05297
H 3.75949 1.59943 1.52989
H 3.45788 -0.76598 0.30836
H 3.69985 -0.62230 2.06712
H 1.01260 -1.08587 0.61450
H 1.75919 -2.08242 1.91368
H 1.18620 -0.48132 2.25284
```

Summary:
multiplicity = 1
SMILES = Cc1c[nH]cn1.CCC
charge = 0
Kohn-Sham gap = 9.6 eV

Results of the Mulliken charge analysis, in e, for atoms 1 through 4: -0.88 0.70 -0.74 -0.10

=====

Entry two
This record from OMol25 describes a 2-piece molecular cluster, C7H14N2 overall. The level of theory is wB97M-V/def2-TZVPD.

The geometry in XYZ format:
```
23
C7H14N2 wB97M-V/def2-TZVPD
C -1.55933 -3.67258 0.81983
C -0.69991 -2.60947 1.38089
C -0.61867 -1.23333 1.31341
N 0.70211 -0.75063 1.30697
C 1.43180 -1.91602 1.71121
N 0.64202 -3.00736 1.67887
H -2.32854 -3.98965 1.63102
H -1.02852 -4.67722 0.52361
H -1.72359 -3.26325 -0.19157
H -1.42425 -0.63753 1.04952
H 1.17093 0.17840 1.22044
H 2.44840 -1.78597 1.81924
C -0.53337 3.57754 -1.38617
C 0.00374 2.27035 -0.75462
C 1.23741 1.61696 -1.57106
H -1.39601 3.34640 -2.13663
H 0.22383 3.95539 -2.01311
H -0.81317 4.34998 -0.71735
H 0.44393 2.39993 0.39123
H -0.75322 1.56699 -0.66781
H 0.73179 0.87122 -2.23007
H 1.86217 2.28772 -2.20200
H 1.98045 1.12212 -0.97586
```

Summary:
multiplicity = 1
SMILES = Cc1c[nH]cn1.CCC
charge = 0
Kohn-Sham gap = 9.3 eV

Results of the Mulliken charge analysis, in e, for atoms 1 through 4: -0.99 0.43 -0.57 -0.04

=====

Most stable structure - entry one; separation to the second - 0.0852 hartree.

=====

Entry one
This record from OMol25 describes a 2-piece molecular cluster, C7H14N2 overall. The level of theory is wB97M-V/def2-TZVPD.

The geometry in XYZ format:
```
23
C7H14N2 wB97M-V/def2-TZVPD
H -0.42853 1.22697 -1.96583
N -0.70788 1.45622 -1.01623
C 0.08671 1.00894 -0.11876
N -0.18579 1.29211 1.18560
C 1.49434 0.48916 -0.36150
C 1.98431 -0.50015 0.36262
C 2.24203 1.16876 -1.46465
H 0.48746 1.09328 1.90074
H -1.04029 1.77872 1.38408
H 1.33678 -1.03420 1.07141
H 2.96242 -0.91906 0.19874
H 2.26552 2.24815 -1.29565
H 3.26012 0.79107 -1.53086
H 1.74897 1.00272 -2.42407
C -0.67563 -2.00666 0.92518
C -1.38787 -1.33690 0.02171
C -2.61226 -0.54203 0.33677
H 0.04196 -2.75836 0.63856
H -0.88090 -1.90840 1.98104
H -1.22472 -1.53093 -1.03144
H -3.50057 -1.05322 -0.04429
H -2.54921 0.42195 -0.15978
H -2.71698 -0.38812 1.40661
```

Summary:
multiplicity = 1
SMILES = [H]/N=C(/N)C(=C)C.C=CC
charge = 0
Kohn-Sham gap = 10.0 eV

Results of the Mulliken charge analysis, in e, for atoms 1 through 4: 0.21 -0.80 0.42 -0.31

=====

Entry two
This record from OMol25 describes a 2-piece molecular cluster, C7H14N2 overall. The level of theory is wB97M-V/def2-TZVPD.

The geometry in XYZ format:
```
23
C7H14N2 wB97M-V/def2-TZVPD
C 1.49562 0.69909 -1.73731
C 1.37618 0.06113 -0.56819
C 1.47709 0.82389 0.73742
C 1.32931 -1.42418 -0.50419
H 1.65099 0.36557 -2.76570
H 1.51721 1.76919 -1.54244
H 0.74838 0.57557 1.45960
H 2.49268 0.62305 1.20905
H 1.50720 1.84806 0.71862
H 0.22056 -1.85347 -0.92945
H 1.95580 -1.82600 -1.31088
H 1.53432 -1.78503 0.47151
C -1.38126 2.33263 -0.47612
C -1.41262 1.25061 0.21620
C -1.59840 0.06188 0.63441
N -2.82073 -0.60708 0.42938
N -2.84024 -1.87190 0.92789
H -1.68177 3.26327 -0.09405
H -0.77060 2.47586 -1.34543
H -0.83261 -0.50395 1.09585
H -2.99447 -0.62918 -0.58740
H -3.79389 -2.20641 1.08036
H -2.39466 -2.53508 0.38724
```

Summary:
multiplicity = 1
SMILES = C=C(C)C.C=C=CNN
charge = 0
Kohn-Sham gap = 9.1 eV

Results of the Mulliken charge analysis, in e, for atoms 1 through 4: -1.12 1.25 -1.55 -1.40

=====

Entry three
This record from OMol25 describes one molecule with the formula C7H14N2. The level of theory is wB97M-V/def2-TZVPD.

The geometry in XYZ format:
```
23
C7H14N2 wB97M-V/def2-TZVPD
C 0.94654 0.12356 -0.06077
C 0.11581 -0.05356 -1.30336
C 0.90280 -1.00540 0.97004
C 1.61652 -0.13381 -1.38150
C -2.50506 -0.98754 1.91005
C 1.08262 1.48459 0.58355
C -0.65794 1.07456 -1.94255
N -0.18461 -0.80233 1.88067
N -1.30673 -1.20952 1.41570
H -1.29557 -1.79172 0.56507
H -0.40300 -1.00533 -1.39349
H 0.80120 -1.96763 0.43258
H 1.82805 -1.03025 1.55156
H 2.07529 -1.09611 -1.55625
H 2.14344 0.68824 -1.84232
H -3.35255 -1.44180 1.43674
H -2.60311 -0.38827 2.77997
H 1.26974 2.25917 -0.14922
H 1.91374 1.45810 1.28835
H 0.18057 1.74161 1.13923
H -0.00090 1.89894 -2.21024
H -1.14549 0.72064 -2.84361
H -1.42134 1.46383 -1.27019
```

Summary:
multiplicity = 1
charge = 0
Kohn-Sham gap = 8.3 eV

Results of the Mulliken charge analysis, in e, for atoms 1 through 4: 1.51 0.18 -1.23 -1.18

=====

Entry four
This record from OMol25 describes C7H14N2 as an isolated structure. The level of theory is wB97M-V/def2-TZVPD.

The geometry in XYZ format:
```
23
C7H14N2 wB97M-V/def2-TZVPD
C 1.91399 -2.54897 0.84424
C 0.74315 -1.55730 1.04156
C 0.00534 0.65676 0.51228
C -0.12146 1.90016 -0.38721
C -0.33669 1.21837 -1.73223
C -1.46518 0.42266 0.02559
C -1.55913 1.93570 0.14184
H 1.94133 -2.98345 -0.17754
H 2.85551 -2.03033 0.97727
H 1.82199 -3.43896 1.53934
H 0.60128 -1.23094 2.08605
H -0.24227 -1.95106 0.72998
H 1.03192 -0.53387 -0.74108
H 0.04624 0.91781 1.56934
H 0.53535 2.78735 -0.28725
H -0.72599 1.90933 -2.49455
H 0.58159 0.73858 -2.06052
H -1.11052 -0.67918 -1.72231
H -2.18965 -0.23880 0.54623
H -1.69280 2.29113 1.19672
H -2.24146 2.49268 -0.49330
N 0.99973 -0.32094 0.27966
N -1.39227 0.24326 -1.39411
```

Summary:
multiplicity = 1
charge = 0
Kohn-Sham gap = 9.2 eV

Results of the Mulliken charge analysis, in e, for atoms 1 through 4: -1.17 -0.29 -0.72 -0.07

=====

Most stable structure - entry one; separation to the second - 0.0040 hartree.